Record 1
The following is a DFT calculation (ωB97M-V/def2-TZVPD) of C33H37N9OW as an isolated structure.

Geometry as XYZ:
```
81
Properties=species:S:1:pos:R:3
W 0.3147 0.1467 -0.0164
C 3.0691 -0.7824 -1.8733
C 2.7049 -1.8162 -0.8166
N 1.2418 -1.8086 -0.5613
C 0.8917 -2.8868 0.4004
C 1.0587 -2.3585 1.7947
C 1.4931 -3.0921 2.8800
C 1.5396 -2.4714 4.1237
C 1.1421 -1.1463 4.2451
C 0.7324 -0.4740 3.1094
C 0.2939 0.9811 3.1217
N -0.3698 2.1781 0.8247
C 0.9471 2.8807 0.5067
C 1.0412 2.8112 -1.0220
N 0.7916 1.4288 -1.4340
N 0.6973 -1.0728 1.9077
H 2.1763 -0.3640 -2.3310
H 3.6449 -1.2579 -2.6605
H 3.2247 -1.6334 0.1241
H 2.9932 -2.8131 -1.1557
H 0.7796 -2.0434 -1.4397
H 1.4951 -3.7792 0.2281
H -0.1547 -3.1586 0.2399
H 1.7865 -4.1269 2.7630
H 1.8787 -3.0191 4.9936
H 1.1603 -0.6466 5.2049
H 1.1384 1.6594 3.1455
H -0.3630 1.1813 3.9658
H -1.1650 2.8110 0.8866
H 2.7123 2.8386 1.5008
H 0.8909 3.9128 0.8534
H 2.0300 3.1880 -1.3034
H 0.3071 3.4753 -1.4908
H 0.5550 1.3649 -2.4165
N -3.9668 -0.8211 1.4512
C -2.9173 -1.0262 0.6699
N -1.7981 -0.3397 0.8399
C -1.7420 0.5719 1.8090
N -0.4160 1.1426 1.8185
N 1.9900 2.2040 1.1946
C 2.3617 0.8984 0.6370
C 3.6230 1.0472 -0.2518
C 4.6023 1.9485 0.1623
C 5.7669 2.1755 -0.5463
C 5.9768 1.4767 -1.7274
C 5.0424 0.5483 -2.0877
N 3.9104 0.3230 -1.3655
C -2.8072 0.8987 2.6466
C -2.8291 1.9345 3.6196
C -3.9583 2.1372 4.3569
C -5.1058 1.3244 4.1688
C -5.1355 0.3296 3.2225
C -3.9933 0.1232 2.4498
H -4.8023 -1.3837 1.2989
H -2.9876 -1.7738 -0.1104
H 2.7111 0.2807 1.4723
H 4.4751 2.4709 1.0972
H 6.5045 2.8764 -0.1775
H 6.8576 1.6130 -2.3385
H 5.1741 -0.0655 -2.9664
H -1.9670 2.5718 3.7616
H -3.9907 2.9277 5.0952
H -5.9825 1.5036 4.7792
H -6.0241 -0.2720 3.0729
C -2.2612 1.1413 -2.3443
C -1.6676 -0.2196 -2.5387
O -0.7539 -0.6373 -1.7603
C -2.1478 -1.0822 -3.5881
C -1.6400 -2.3898 -3.7277
C -2.0777 -3.2019 -4.7485
C -3.0276 -2.7247 -5.6534
C -3.5436 -1.4392 -5.5314
C -3.1127 -0.6228 -4.5054
H -1.8156 1.6400 -1.4885
H -3.3425 1.0629 -2.2142
H -2.1094 1.7522 -3.2362
H -0.9035 -2.7606 -3.0274
H -1.6885 -4.2048 -4.8565
H -3.3662 -3.3634 -6.4590
H -4.2764 -1.0794 -6.2402
H -3.5179 0.3771 -4.4313
```

Properties
spin multiplicity	1
energy above the lowest of the compared OMol25 structures with the same formula, charge and spin	0.00	kcal/mol
HOMO	-17.97	eV
charge	+4
orbital gap	0.1966	Eh

These are the Löwdin partial charges, in e, on atoms 1 to 4:
1 W 1.642
2 C -0.074
3 C -0.125
4 N -0.173

Record 2
The following is a DFT calculation (ωB97M-V/def2-TZVPD) of a single C5H11NO molecule at a distorted geometry.

Geometry as XYZ:
```
18
Properties=species:S:1:pos:R:3
C 2.7349 0.6610 -0.0700
N 1.3015 0.6412 0.1546
C 0.5902 -0.4533 -0.2088
O 1.1508 -1.4671 -0.6150
C -0.9258 -0.4675 -0.2887
C -1.5980 -1.2591 0.8356
C -1.6448 0.8725 -0.5062
H 3.3017 0.3852 0.8271
H 3.0506 1.6513 -0.4126
H 2.9458 -0.0807 -0.8456
H 0.8532 1.4284 0.5965
H -0.8559 -1.1770 -1.1388
H -1.7052 -0.6819 1.7619
H -1.0343 -2.1709 1.0453
H -2.6044 -1.5521 0.5134
H -2.6839 0.7079 -0.8158
H -1.7016 1.4534 0.4303
H -1.1748 1.5086 -1.2631
```

Properties
spin multiplicity	1
SMILES string	CNC(=O)C(C)C
energy above the lowest of the compared OMol25 structures with the same formula, charge and spin	11.47	kcal/mol
HOMO	-9.51	eV
orbital gap	0.3816	Eh

These are the Löwdin partial charges, in e, on atoms 1 to 4:
1 C -0.073
2 N 0.020
3 C -0.494
4 O 0.030

Record 3
The following is a DFT calculation (ωB97M-V/def2-TZVPD) of C18H21I2N3NiO2S2 as an isolated structure at a distorted geometry.

Geometry as XYZ:
```
49
Properties=species:S:1:pos:R:3
Ni -0.8281 1.4686 0.2826
I -2.3102 4.8052 2.5976
C -0.7986 3.3122 2.5407
I -1.5658 1.3320 2.8968
H -0.0640 3.5382 3.3057
H -0.3573 3.3244 1.5430
O -2.5186 2.5453 0.1252
N -3.0718 2.6458 -1.0478
C -4.3907 2.8704 -1.1292
C -5.0165 2.9413 -2.3464
C -4.2743 2.7631 -3.5163
C -2.9191 2.5662 -3.4176
C -2.3018 2.5188 -2.1652
S -0.6197 2.2687 -1.9733
H -4.9039 2.9783 -0.1846
H -6.0751 3.1347 -2.3825
H -4.7638 2.7640 -4.4788
H -2.2921 2.4274 -4.2840
C 2.1227 -3.7477 -0.7144
C 2.2384 -2.4909 -1.5732
N 0.9624 -1.8135 -1.6976
C 0.2061 -1.9530 -2.9201
C -0.6102 -3.2406 -2.9829
C 0.5086 -1.1220 -0.6439
S -1.1518 -0.6630 -0.6189
N 1.3120 -0.9939 0.3928
C 1.4273 0.0304 1.2083
O 1.0320 1.2003 0.9489
C 2.1346 -0.2246 2.4857
C 2.1721 0.7978 3.4304
C 2.7628 0.5967 4.6605
C 3.3364 -0.6281 4.9532
C 3.3150 -1.6482 4.0144
C 2.7133 -1.4550 2.7845
H 3.0979 -4.2194 -0.6191
H 1.4276 -4.4587 -1.1523
H 1.7638 -3.4817 0.2767
H 2.5964 -2.7397 -2.5735
H 2.9549 -1.8113 -1.1053
H 0.9142 -1.9054 -3.7526
H -0.4662 -1.0944 -2.9950
H 0.0356 -4.1132 -3.0484
H -1.2674 -3.2172 -3.8494
H -1.2162 -3.3212 -2.0858
H 1.7369 1.7554 3.1878
H 2.7658 1.3865 5.3966
H 3.8059 -0.7794 5.9142
H 3.7616 -2.6013 4.2566
H 2.6803 -2.2487 2.0542
```

Properties
spin multiplicity	3
energy above the lowest of the compared OMol25 structures with the same formula, charge and spin	10.64	kcal/mol
HOMO (alpha / beta)	-7.40 / -7.53	eV
orbital gap (alpha / beta)	0.2635 / 0.2675	Eh

These are the Löwdin partial charges, in e, on atoms 1 to 4:
1 Ni 0.038
2 I 0.751
3 C -1.099
4 I 0.992